1.
Density functional theory data (ωB97M-V/def2-TZVPD) for a molecular structure, C12H16BF4I2N3O5SSc.

Calculated values
* charge: -1
* largest force on an atom: 0.8 eV/Å
* HOMO: -5.4 eV
* frontier orbital gap: 7.699 eV

Each line ends with the Mulliken charge.
Positions of all 45 atoms, in Å:
Sc -0.4543 0.6080 -0.7546  0.304
O -0.2678 -0.2312 1.1848  0.065
C -0.0502 0.4951 2.3782  -0.515
C 1.0693 1.4682 2.0689  -1.082
N 0.7740 2.2072 0.8426  0.694
C -0.2042 3.2818 1.0364  -0.605
C -1.6425 2.8299 0.8018  0.462
O -2.5521 3.2372 1.4896  -0.736
O -1.7356 2.0075 -0.2047  -0.405
C 1.9500 2.6577 0.1051  -1.036
C 1.6941 2.6474 -1.4017  0.638
O 2.3128 3.3685 -2.1532  -0.696
O 0.7920 1.7781 -1.7567  0.029
H -0.7358 -1.1451 1.2135  0.422
H -0.9695 1.0056 2.6905  0.350
H 0.2571 -0.1856 3.1795  0.519
H 1.2237 2.1460 2.9230  0.400
H 1.9848 0.9011 1.9011  0.390
H -0.1163 3.7306 2.0334  0.252
H -0.0032 4.0578 0.2928  0.426
H 2.2761 3.6599 0.4062  0.382
H 2.7670 1.9563 0.2814  0.420
I -1.1509 4.3291 -4.1625  0.001
C -0.3604 2.3826 -4.4670  -0.640
I -1.5775 0.8262 -3.7663  0.195
H 0.5680 2.3216 -3.9084  0.073
H -0.2417 2.2432 -5.5343  0.512
F 0.4475 -1.1164 -1.5523  -0.378
B 1.9317 -1.1957 -1.3787  0.432
F 2.1818 -0.3625 -0.2708  -0.314
F 2.5187 -0.7287 -2.5166  -0.348
F 2.2309 -2.5076 -1.1027  -0.370
C 0.2970 -3.5919 2.1768  -1.184
C -0.8097 -3.6737 1.1698  0.986
C -1.2960 -4.8689 0.6738  -0.972
C -2.2915 -4.7673 -0.2869  -0.086
N -2.7364 -3.6266 -0.7763  -0.610
C -2.1941 -2.5009 -0.2718  0.211
S -2.6724 -0.9636 -0.9137  -0.441
N -1.2927 -2.5168 0.7307  -0.368
H 0.4563 -4.5422 2.6840  0.425
H 0.0745 -2.8240 2.9184  0.221
H 1.2216 -3.3062 1.6717  0.211
H -0.9296 -5.8244 1.0181  0.386
H -2.7444 -5.6673 -0.6929  0.380

2.
Density functional theory data (ωB97M-V/def2-TZVPD) for a molecular structure, C12H16Cl3N2O2PbS3 in a non-equilibrium geometry.

Calculated values
* charge: +3
* largest force on an atom: 1.3 eV/Å
* HOMO: -19.1 eV
* energy above the lowest of the compared OMol25 structures with the same formula, charge and spin: 0.000 eV
* frontier orbital gap: 6.313 eV

Each line ends with the Mulliken charge.
Positions of all 39 atoms, in Å:
Pb -0.2038 -0.2564 -0.1214  1.072
C 2.6879 0.8525 1.4160  -0.803
C 1.9294 0.4970 2.6971  -0.668
S 0.5762 -0.6947 2.4839  -0.036
C -0.8553 0.0780 3.2711  -0.783
C -1.2640 1.4784 2.8132  -0.603
S -1.6816 1.6520 1.0517  0.077
C -0.6234 3.0164 0.4910  -0.752
C 0.8763 2.9514 0.7665  -0.656
S 1.7553 1.5443 0.0186  0.055
H 3.2006 -0.0141 0.9916  0.479
H 3.4515 1.5968 1.6546  0.499
H 1.5427 1.3712 3.2172  0.422
H 2.6429 0.0109 3.3655  0.515
H -0.6520 0.1033 4.3437  0.502
H -1.6633 -0.6400 3.1126  0.453
H -0.5347 2.2443 3.0679  0.410
H -2.1918 1.7259 3.3354  0.495
H -1.0284 3.9129 0.9681  0.563
H -0.8352 3.0966 -0.5771  0.375
H 1.1176 2.9825 1.8265  0.433
H 1.3239 3.8366 0.3087  0.515
O -2.2114 -2.2267 -0.4129  -0.532
C -1.2293 -2.7956 -0.8359  0.530
C -0.9736 -4.1862 -1.3819  -0.416
C 0.5394 -4.2153 -1.7512  -0.412
C 1.1002 -2.8436 -1.3769  0.391
O 2.1959 -2.3846 -1.4515  -0.496
N -0.0215 -2.1496 -0.8722  -0.170
H -1.6348 -4.3554 -2.2318  0.336
H -1.2490 -4.9133 -0.6175  0.334
H 0.7256 -4.3638 -2.8145  0.336
H 1.1104 -4.9672 -1.2080  0.351
Cl -0.3764 2.7831 -5.1142  -0.034
C -1.4324 1.4579 -4.6626  0.919
Cl -3.1128 1.9492 -4.5926  -0.024
Cl -1.1969 0.0526 -5.6818  -0.033
C -1.0494 1.0564 -3.2824  -0.307
N -0.7547 0.7563 -2.2143  -0.338

3.
Density functional theory data (ωB97M-V/def2-TZVPD) for a molecular structure, C12H16Cl6O3Os in a non-equilibrium geometry.

Calculated values
* charge: -2
* largest force on an atom: 3.3 eV/Å
* HOMO (alpha / beta): 0.3 / -1.1 eV
* energy above the lowest of the compared OMol25 structures with the same formula, charge and spin: 0.071 eV
* frontier orbital gap (alpha / beta): 4.133 / 5.490 eV
* spin multiplicity: 5

Each line ends with the Mulliken charge.
Positions of all 38 atoms, in Å:
C -0.9738 0.8481 -1.2111  0.713
C -0.1862 1.8386 -0.5022  1.252
C -0.4132 1.6488 0.9017  0.095
C 0.5082 2.9932 -1.1099  -1.343
C -1.2550 0.5151 1.0774  1.347
C -1.6460 0.0443 -0.2105  0.260
C -2.7744 -0.8947 -0.4518  -1.965
C -1.3022 0.8977 -2.6623  -1.744
C 0.0897 2.5404 1.9809  -1.641
C -1.7438 -0.0167 2.3766  -2.067
Os 0.6770 -0.4105 -0.5571  1.647
Cl 3.7643 2.4502 -0.6360  -0.843
Cl 1.9655 0.1602 -2.2896  -0.475
Cl 2.0689 0.0982 1.1695  -0.456
H 0.5763 2.8927 -2.1935  0.295
H 1.5467 3.0099 -0.7248  -0.040
H 0.0270 3.9412 -0.8445  0.269
H 1.0834 2.9254 1.7271  0.356
H 0.1476 2.0052 2.9352  0.358
H -0.5805 3.4004 2.1259  0.337
H -0.9232 -0.1003 3.0987  0.390
H -2.1914 -1.0076 2.2478  0.393
H -2.5095 0.6430 2.8083  0.287
H -2.7670 -1.7016 0.2866  0.392
H -2.7148 -1.3200 -1.4548  0.352
H -3.7329 -0.3659 -0.3536  0.290
H -0.4097 1.1534 -3.2349  0.339
H -2.0699 1.6562 -2.8524  0.288
H -1.6791 -0.0740 -2.9929  0.349
O -0.4161 -1.8208 -1.3142  -0.827
H 0.1133 -2.6297 -1.4160  0.201
Cl 3.6495 -3.8669 2.2997  -0.161
C 2.9679 -4.0325 0.6668  0.582
Cl 4.2518 -3.8554 -0.5603  -0.143
Cl 2.1368 -5.5957 0.4740  -0.184
C 1.8228 -2.9163 0.5276  0.323
O 0.9205 -2.9185 1.3601  -0.520
O 1.9716 -2.1351 -0.4914  -0.706

4.
Density functional theory data (ωB97M-V/def2-TZVPD) for C12H16F2N2S2 in the gas phase.

Calculated values
* SMILES: CCCCNC(=S)Nc1ccc(SC(F)F)cc1
* largest force on an atom: 0.8 eV/Å
* HOMO: -8.3 eV
* energy above the lowest of the compared OMol25 structures with the same formula, charge and spin: 0.000 eV
* frontier orbital gap: 8.696 eV

Each line ends with the Mulliken charge.
Positions of all 34 atoms, in Å:
C -1.9056 2.0072 3.6839  -1.091
C -0.5596 1.7079 3.0354  -0.240
C -0.1984 2.6918 1.9217  -0.699
C -1.1033 2.5869 0.6933  -0.937
N -1.0035 1.2920 0.0638  -0.130
C -2.0113 0.4072 0.0004  0.292
S -3.5484 0.7104 0.5283  -0.457
N -1.7538 -0.8359 -0.5145  -0.147
C -0.6722 -1.3078 -1.2444  0.243
C -0.3838 -2.6749 -1.1869  -0.627
C 0.6782 -3.1996 -1.8918  -0.567
C 1.4593 -2.3615 -2.6723  -0.089
S 2.8720 -3.0280 -3.5453  -0.154
C 4.1502 -2.5097 -2.3543  0.315
F 4.1802 -1.1707 -2.2073  -0.229
F 3.9170 -3.0166 -1.1292  -0.227
C 1.1608 -1.0134 -2.7798  -0.579
C 0.1003 -0.4864 -2.0695  -0.218
H -2.0634 1.3507 4.5362  0.351
H -1.9413 3.0370 4.0324  0.303
H -2.7215 1.8473 2.9846  0.221
H 0.2226 1.7531 3.7968  0.346
H -0.5696 0.6906 2.6366  0.205
H 0.8365 2.5186 1.6118  0.323
H -0.2639 3.7114 2.3047  0.391
H -0.8160 3.3531 -0.0359  0.284
H -2.1484 2.7396 0.9651  0.393
H -0.0662 0.9531 -0.1040  0.378
H -2.4918 -1.5020 -0.3265  0.241
H -0.9965 -3.3202 -0.5753  0.370
H 0.9102 -4.2513 -1.8345  0.433
H 5.1291 -2.8558 -2.7103  0.220
H 1.7557 -0.3784 -3.4176  0.446
H -0.1536 0.5544 -2.1956  0.631

5.
Density functional theory data (ωB97M-V/def2-TZVPD) for a molecular structure, C12H16F3N4O3SSbSe4SiTc in a non-equilibrium geometry.

Calculated values
* charge: +1
* largest force on an atom: 1.0 eV/Å
* HOMO (alpha / beta): -10.5 / -10.5 eV
* frontier orbital gap (alpha / beta): 4.887 / 4.882 eV

Each line ends with the Mulliken charge.
Positions of all 46 atoms, in Å:
Tc 0.6294 -0.0822 0.3666  0.388
N 2.1535 1.5718 4.0661  -0.364
C 1.5817 1.3167 2.8926  0.735
S 2.1378 -0.1591 2.0528  -0.295
N 0.6871 2.1297 2.4121  -1.764
N 0.2058 1.7339 1.2171  1.468
C -0.5926 2.4888 0.5560  -1.025
C -1.0538 2.0328 -0.7508  1.131
C -1.8781 2.8086 -1.5435  -0.898
C -2.2523 2.3312 -2.7915  -0.451
C -1.7904 1.0952 -3.2086  -0.957
C -0.9664 0.3674 -2.3642  -0.302
N -0.6101 0.8209 -1.1653  0.711
H 2.8678 0.9661 4.4297  0.201
H 1.9201 2.4137 4.5671  0.242
H -0.8934 3.4505 0.9565  0.522
H -2.2107 3.7736 -1.1860  0.511
H -2.8961 2.9210 -3.4300  0.454
H -2.0544 0.6879 -4.1736  0.485
H -0.5760 -0.5975 -2.6544  0.551
Se 4.4697 -4.0096 -0.2357  -0.294
Sb 4.7422 -1.7024 -1.4375  0.550
Se 2.5660 -3.2412 0.8593  0.006
Se 1.6995 -1.9228 -0.7950  0.035
Se 5.2720 -2.3108 -3.6034  -0.370
F 3.6045 2.0590 -3.5325  -0.232
C 3.1093 2.2940 -2.3298  0.722
F 2.3382 3.3915 -2.3835  -0.247
F 4.1216 2.5351 -1.4889  -0.240
C 2.2593 1.0984 -1.8300  0.422
O 1.9259 0.2156 -2.5911  -0.444
O 1.9158 1.2179 -0.5930  -0.191
C -2.3425 -2.9447 -0.2431  -0.953
Si -2.0583 -2.0043 1.3340  0.020
C -1.3147 -3.0506 2.6700  -0.940
C -3.5426 -1.0357 1.8753  -1.031
O -0.8560 -0.8688 0.9629  -0.129
H -3.0838 -3.7310 -0.0777  0.430
H -1.4303 -3.4268 -0.6014  0.283
H -2.7221 -2.2931 -1.0337  0.278
H -2.0292 -3.8166 2.9830  0.395
H -1.0601 -2.4520 3.5470  0.305
H -0.4119 -3.5584 2.3247  0.251
H -4.3655 -1.7108 2.1240  0.388
H -3.8916 -0.3663 1.0863  0.324
H -3.3241 -0.4367 2.7615  0.319

6.
Density functional theory data (ωB97M-V/def2-TZVPD) for 2 unconnected molecules or ions with the total composition C12H16N2 in a non-equilibrium geometry.

Calculated values
* SMILES: CCc1c[nH]cn1.Cc1ccccc1
* largest force on an atom: 2.7 eV/Å
* HOMO: -8.5 eV
* energy above the lowest of the compared OMol25 structures with the same formula, charge and spin: 1.098 eV
* frontier orbital gap: 9.290 eV

Each line ends with the Mulliken charge.
Positions of all 30 atoms, in Å:
C 0.1318 -1.1103 3.0807  -1.214
C 0.4379 -0.5193 1.7123  0.258
C 1.0556 -1.5300 0.7856  -0.081
C 2.0399 -2.4467 1.0471  -0.538
N 2.2499 -3.0571 -0.1611  -0.080
C 1.3112 -2.6523 -1.0373  -0.442
N 0.5179 -1.7432 -0.4766  -0.186
H -0.7688 -1.7280 3.1693  0.339
H 0.1540 -0.4972 3.9873  0.358
H 0.7656 -2.0101 3.2359  0.252
H -0.5247 -0.2504 1.2647  -0.077
H 1.0148 0.3932 1.8596  0.326
H 2.7452 -2.3926 1.8590  0.436
H 2.9701 -3.6904 -0.4614  0.179
H 1.2377 -2.8900 -2.0855  0.442
C 0.8907 1.1777 -2.0690  -1.292
C -0.4316 1.5664 -1.5543  0.972
C -1.3444 0.5887 -1.1665  -0.232
C -2.5380 0.9314 -0.5292  -0.485
C -2.8023 2.2652 -0.2531  -0.410
C -1.8876 3.2575 -0.5914  -0.568
C -0.7238 2.9101 -1.2718  -0.493
H 0.8346 0.3835 -2.8239  0.290
H 1.6040 0.7631 -1.3452  0.165
H 1.5164 1.9927 -2.4659  0.383
H -1.2743 -0.4419 -1.4824  0.247
H -3.3161 0.2226 -0.2743  0.409
H -3.8173 2.5321 0.0346  0.334
H -1.9961 4.2993 -0.3447  0.380
H -0.0523 3.6757 -1.6424  0.329

Which value of largest force on an atom does entry 4 give? 0.8 eV/Å

Among the records above, which one has the highest largest force on an atom? C12H16Cl6O3Os